1.
ORCA calculation (ωB97M-V/def2-TZVPD) on C27H36CdN10O2P as an isolated structure.

Total energy ... -61431.745 eV
Total charge ... +1
HOMO level ... -10.0731 eV
Largest force on an atom ... 0.0108 Eh/bohr
2S+1 ... 1
E_LUMO ... -2.91 eV

Cartesian coordinates (Å):
1 Cd 0.94542 0.93688 1.36894
2 N 5.26784 1.59819 0.70280
3 C 4.21300 2.30644 1.11821
4 N 3.33604 1.49142 1.66168
5 C 3.92183 0.26667 1.52707
6 N 5.10035 0.28554 0.95361
7 C 3.26204 -0.95701 2.01463
8 C 3.86187 -2.20878 1.94075
9 N 3.26493 -3.29373 2.41751
10 C 2.07274 -3.12896 2.98496
11 C 1.45682 -1.89109 3.03869
12 N 2.04729 -0.80508 2.54778
13 H 6.11238 1.92030 0.25863
14 H 4.11976 3.37725 1.02029
15 H 4.83338 -2.32333 1.47576
16 H 1.59432 -4.00837 3.39864
17 H 0.47070 -1.76741 3.46619
18 O 1.22075 2.14756 -0.33855
19 C 1.11089 3.44519 -0.18879
20 C 1.96348 4.29892 -0.91888
21 C 1.91068 5.67150 -0.79057
22 C 0.99885 6.27417 0.07614
23 C 0.13259 5.46784 0.78240
24 C 0.15697 4.07237 0.66191
25 C -0.87541 3.30354 1.37291
26 N -0.76900 2.11951 1.97105
27 C -2.01545 1.79098 2.46867
28 C -2.88349 2.79123 2.18947
29 N -2.15010 3.73293 1.49992
30 H 2.66046 3.83104 -1.60451
31 H 2.58692 6.28767 -1.37169
32 H 0.97123 7.34836 0.19390
33 H -0.57565 5.92236 1.46864
34 H -2.18944 0.87599 3.00914
35 H -3.92902 2.91390 2.41227
36 H -2.49248 4.60663 1.13651
37 O -0.13486 -0.85602 0.62583
38 P -0.92917 -1.44038 -0.51401
39 N -2.08918 -0.45516 -1.13894
40 C -1.62683 0.84064 -1.68367
41 C -2.90937 1.41972 -2.25772
42 C -3.95504 1.03508 -1.20523
43 C -3.46336 -0.30055 -0.61600
44 N 0.10226 -1.78093 -1.72560
45 C 1.48449 -1.25620 -1.78962
46 C 1.80268 -1.28647 -3.28423
47 C 0.94571 -2.44240 -3.80526
48 C -0.36016 -2.25425 -3.04235
49 N -1.68508 -2.86091 -0.12403
50 C -2.61271 -2.87836 1.04355
51 C -2.45715 -4.27557 1.66917
52 C -1.68649 -5.08434 0.62404
53 C -0.79084 -4.04249 -0.02151
54 H -0.84733 0.68443 -2.43103
55 H -1.21519 1.49203 -0.90859
56 H -3.13548 0.94114 -3.21193
57 H -2.84367 2.49528 -2.41743
58 H -4.95380 0.94259 -1.62825
59 H -3.99447 1.79282 -0.42099
60 H -4.07481 -1.14004 -0.94360
61 H -3.48665 -0.26390 0.47479
62 H 2.16366 -1.90825 -1.23152
63 H 1.55485 -0.25143 -1.37141
64 H 2.86680 -1.41849 -3.47250
65 H 1.48747 -0.35118 -3.75332
66 H 1.40207 -3.39734 -3.53401
67 H 0.80318 -2.42298 -4.88414
68 H -0.94601 -3.16906 -2.94507
69 H -0.99222 -1.50145 -3.52616
70 H -3.63212 -2.70291 0.71030
71 H -2.35436 -2.09870 1.76675
72 H -3.42454 -4.71635 1.90201
73 H -1.88966 -4.21733 2.59922
74 H -2.36954 -5.49366 -0.12193
75 H -1.11764 -5.90587 1.05655
76 H -0.42850 -4.33469 -1.00485
77 H 0.07957 -3.83668 0.61665

***

2.
ORCA calculation (ωB97M-V/def2-TZVPD) on a 2-piece molecular cluster, C27H36N3O overall in a non-equilibrium geometry.

Total energy ... -35094.405 eV
Total charge ... +1
HOMO level ... -11.0409 eV
Largest force on an atom ... 0.0449 Eh/bohr
2S+1 ... 1
E_LUMO ... -4.41 eV

Cartesian coordinates (Å):
1 C 2.00268 0.06147 4.60806
2 N 0.91614 -0.04476 3.65853
3 C 0.06832 -1.23519 3.81674
4 C -1.39363 -0.77451 3.71952
5 C -1.37377 0.75937 3.60394
6 C 0.09684 1.18683 3.57197
7 H 2.72593 0.82385 4.27445
8 H 1.66280 0.37152 5.61612
9 H 2.52942 -0.89655 4.71094
10 H 0.31474 -1.94626 3.01707
11 H 0.28191 -1.72181 4.78250
12 H -1.87732 -1.20875 2.84106
13 H -1.94863 -1.11403 4.59892
14 H -1.88807 1.07143 2.69276
15 H -1.88878 1.23257 4.44642
16 H 0.35903 1.86612 4.40605
17 H 0.33078 1.69892 2.62493
18 C -0.71605 -1.29875 -4.86497
19 N -0.69700 -0.56444 -3.62328
20 C -1.23029 0.68949 -3.52957
21 O -1.80769 1.28961 -4.43271
22 C -0.97297 1.19679 -2.11305
23 C -2.24448 1.62742 -1.37352
24 C -3.06704 2.66574 -2.11067
25 C -4.43939 2.46762 -2.30338
26 C -5.20580 3.43490 -2.95950
27 C -4.61008 4.63236 -3.37907
28 C -3.23136 4.82110 -3.20925
29 C -2.46613 3.84711 -2.55809
30 N -0.26368 0.05968 -1.49830
31 C 0.26768 0.16015 -0.25737
32 C 1.14240 -0.76532 0.31744
33 C 1.95543 -0.52227 1.43204
34 C 2.94535 -1.48917 1.86028
35 C 4.16125 -1.06815 2.45795
36 C 5.21630 -1.96387 2.60674
37 C 5.03634 -3.32120 2.28750
38 C 3.78349 -3.78003 1.84704
39 C 2.73511 -2.87945 1.65737
40 C 0.08083 -1.00077 -2.47552
41 C -0.40074 -2.39805 -2.05107
42 C 1.57693 -1.03271 -2.83513
43 H -1.35097 -0.77023 -5.57766
44 H 0.29526 -1.39473 -5.27807
45 H -1.11534 -2.30359 -4.69575
46 H -0.29592 2.07145 -2.16626
47 H -2.85793 0.73298 -1.18663
48 H -1.94425 2.03501 -0.39125
49 H -4.89433 1.53867 -1.95058
50 H -6.26751 3.25457 -3.14450
51 H -5.21386 5.41219 -3.84855
52 H -2.74450 5.72483 -3.58342
53 H -1.39564 3.99654 -2.39500
54 H -0.00705 1.07353 0.28727
55 H 1.29476 -1.72357 -0.19207
56 H 2.10755 0.50500 1.77446
57 H 4.26510 -0.02287 2.77174
58 H 6.18317 -1.60635 2.97114
59 H 5.86288 -4.02708 2.38327
60 H 3.62258 -4.84435 1.64417
61 H 1.73357 -3.22520 1.36675
62 H -1.49202 -2.39247 -1.91807
63 H -0.12237 -3.12255 -2.82956
64 H 0.05077 -2.71170 -1.10877
65 H 1.81511 -0.18786 -3.49402
66 H 2.20935 -0.98689 -1.94441
67 H 1.79479 -1.96334 -3.37609

***

3.
ORCA calculation (ωB97M-V/def2-TZVPD) on C27H36N5O3S3V as an isolated structure.

Total energy ... -100371.800 eV
HOMO level (alpha / beta) ... -6.1674 / -6.1816 eV
Largest force on an atom ... 0.0128 Eh/bohr
2S+1 ... 3
E_LUMO (alpha / beta) ... -0.13 / -0.09 eV

Cartesian coordinates (Å):
1 V -0.35035 -0.53236 0.01691
2 C -1.75720 1.08538 2.26089
3 N -0.55353 1.25918 1.42074
4 C -0.65394 2.53779 0.68363
5 C -1.71453 2.57038 -0.40725
6 C -1.29019 1.95681 -1.72785
7 N -1.18981 0.50578 -1.67260
8 C -1.62085 -0.14806 -2.69010
9 C -1.47517 -1.55149 -2.95050
10 C -2.10264 -2.07230 -4.09645
11 C -1.91433 -3.37740 -4.48329
12 C -1.05304 -4.18864 -3.74045
13 C -0.40927 -3.71006 -2.62387
14 C -0.62302 -2.38460 -2.19085
15 O 0.01223 -1.97182 -1.12807
16 C 0.62272 1.33315 2.34430
17 C 1.86147 0.66803 1.78281
18 C 1.88907 -0.84119 1.99547
19 N 0.59115 -1.39983 1.65061
20 C 0.11246 -2.40730 2.27227
21 C -1.20561 -2.95448 2.06666
22 C -1.52337 -4.13296 2.76069
23 C -2.77858 -4.69309 2.69596
24 C -3.76113 -4.05652 1.93997
25 C -3.48894 -2.89213 1.25766
26 C -2.20489 -2.31963 1.28718
27 O -2.02246 -1.20127 0.62409
28 H -1.83684 1.92097 2.96721
29 H -1.68184 0.15175 2.81463
30 H -2.65289 1.03176 1.65149
31 H 0.32737 2.74266 0.25289
32 H -0.86379 3.32863 1.42005
33 H -1.95224 3.62139 -0.59599
34 H -2.64837 2.11547 -0.07092
35 H -0.30425 2.34674 -2.00509
36 H -1.99619 2.23922 -2.51781
37 H -2.12691 0.41256 -3.48323
38 H -2.73906 -1.41965 -4.68237
39 H -2.40431 -3.76681 -5.36474
40 H -0.87895 -5.21024 -4.05552
41 H 0.27536 -4.32022 -2.05229
42 H 0.33134 0.84186 3.27664
43 H 0.80339 2.38673 2.58510
44 H 2.76518 1.09758 2.22393
45 H 1.97311 0.88740 0.71475
46 H 2.10978 -1.10333 3.03880
47 H 2.63379 -1.27789 1.33136
48 H 0.71952 -2.89295 3.04268
49 H -0.75063 -4.60462 3.35622
50 H -3.00241 -5.60680 3.22753
51 H -4.75559 -4.48061 1.88641
52 H -4.24551 -2.40060 0.66208
53 C 5.43372 -2.29958 0.29637
54 O 4.20130 -1.68281 -0.04241
55 C 4.11210 -0.95892 -1.19869
56 S 5.43027 -0.80602 -2.18269
57 S 2.57527 -0.30303 -1.47979
58 H 5.25055 -2.79865 1.24767
59 H 6.23005 -1.56052 0.39491
60 H 5.73142 -3.02212 -0.46405
61 C 0.78919 6.10723 -2.51169
62 N 1.58983 6.09138 -1.31923
63 C 1.72726 7.25629 -0.46624
64 C 2.75548 6.79075 0.57443
65 N 2.67278 5.34538 0.44093
66 C 2.13617 4.99155 -0.76720
67 S 2.18590 3.45644 -1.39076
68 H 1.10645 6.92359 -3.16303
69 H -0.27014 6.24303 -2.27406
70 H 0.92656 5.15985 -3.02741
71 H 0.76788 7.52317 -0.00777
72 H 2.07723 8.11586 -1.04070
73 H 2.49241 7.11451 1.58096
74 H 3.75692 7.16214 0.33695
75 H 3.38446 4.73223 0.80145

***

4.
ORCA calculation (ωB97M-V/def2-TZVPD) on C27H36N6O2V as an isolated structure in a non-equilibrium geometry.

Total energy ... -67302.845 eV
Total charge ... +1
HOMO level ... -12.2780 eV
Largest force on an atom ... 0.0284 Eh/bohr
2S+1 ... 1
E_LUMO ... -2.70 eV

Cartesian coordinates (Å):
1 O -0.83257 1.86779 -0.59006
2 V -0.25826 0.37382 -0.49140
3 O -0.67954 -0.17566 0.93436
4 N 0.47329 0.57212 -2.77979
5 C 0.94324 -0.37413 -3.58440
6 C 1.25697 -0.16463 -4.92004
7 C 1.06347 1.09509 -5.45465
8 C 0.48851 2.06019 -4.64811
9 C 0.23183 1.76291 -3.32254
10 H 1.06883 -1.37027 -3.18109
11 H 1.68591 -0.97318 -5.49432
12 H 1.28565 1.31261 -6.49116
13 H 0.23107 3.03020 -5.04955
14 H -0.15839 2.52295 -2.65573
15 N 1.77351 1.17484 -0.00499
16 C 2.72527 1.58453 -0.84742
17 C 4.04921 1.69482 -0.48000
18 C 4.41890 1.38994 0.82275
19 C 3.43549 1.03014 1.71798
20 C 2.12952 0.91302 1.25608
21 H 2.39698 1.94082 -1.81589
22 H 4.75096 2.08198 -1.20488
23 H 5.45490 1.48160 1.12383
24 H 3.62008 0.73737 2.74151
25 H 1.33506 0.64223 1.93631
26 N -1.93162 -0.75399 -1.38904
27 C -2.16880 -1.96361 -0.87700
28 C -3.28452 -2.70040 -1.20106
29 C -4.19763 -2.16265 -2.09033
30 C -3.96189 -0.89944 -2.60768
31 C -2.80768 -0.24028 -2.24470
32 H -1.44275 -2.30304 -0.15087
33 H -3.44163 -3.66686 -0.74442
34 H -5.08797 -2.71056 -2.36980
35 H -4.65721 -0.44040 -3.29554
36 H -2.55011 0.73039 -2.65156
37 C -2.04033 -2.40810 3.24223
38 C -1.93403 -1.01256 3.82765
39 C -0.72211 -0.78441 4.71211
40 C 0.54530 -1.06905 4.06068
41 N 1.53816 -1.30692 3.53372
42 H -1.12093 -2.67755 2.70778
43 H -2.82733 -2.45551 2.48628
44 H -2.22291 -3.17665 3.99390
45 H -2.83403 -0.79537 4.40685
46 H -1.90778 -0.28228 3.01808
47 H -0.78384 -1.34663 5.64967
48 H -0.71741 0.25534 5.05400
49 C -1.04836 5.10943 0.18778
50 C -2.43911 4.59132 0.46475
51 C -2.60911 4.09019 1.91021
52 C -1.52177 3.23258 2.35460
53 N -0.62939 2.56162 2.64515
54 H -0.80236 5.93611 0.86332
55 H -0.92242 5.48605 -0.82733
56 H -0.28397 4.34772 0.35557
57 H -2.72442 3.78309 -0.20864
58 H -3.16089 5.40051 0.33683
59 H -3.55314 3.54836 2.01735
60 H -2.72353 4.92674 2.60577
61 C 2.70200 -3.78251 1.59506
62 C 3.25041 -4.16167 0.23034
63 C 2.22106 -3.99960 -0.89165
64 C 1.52083 -2.71767 -0.84862
65 N 0.98905 -1.70176 -0.79577
66 H 3.44869 -3.80376 2.38369
67 H 1.90513 -4.47239 1.90345
68 H 2.23939 -2.79394 1.59996
69 H 3.58945 -5.19648 0.22845
70 H 4.11798 -3.53334 0.01103
71 H 1.44711 -4.77352 -0.82367
72 H 2.65655 -4.11765 -1.88538

***

5.
ORCA calculation (ωB97M-V/def2-TZVPD) on C27H37AuN6Si2 as an isolated structure.

Total energy ... -56977.521 eV
Total charge ... +2
HOMO level ... -13.8723 eV
Largest force on an atom ... 0.0038 Eh/bohr
2S+1 ... 1
E_LUMO ... -5.98 eV

Cartesian coordinates (Å):
1 Au 0.64803 -0.33134 -0.18581
2 C -2.20099 2.13789 0.46532
3 Si -0.51888 2.53847 1.16467
4 C -0.28281 1.87082 2.89649
5 C -0.27311 4.38797 1.20698
6 C 0.86170 1.76501 0.06741
7 C 2.09301 1.52030 0.87774
8 C 2.97231 2.34673 1.55878
9 C 4.03005 1.74904 2.22342
10 C 4.19683 0.36411 2.20196
11 C 3.28453 -0.40679 1.51943
12 N 2.26882 0.19208 0.88654
13 Si 1.32371 2.64960 -1.58158
14 C 2.27459 1.42731 -2.64197
15 C -0.19271 3.34942 -2.42406
16 C 2.48770 4.05750 -1.20243
17 H -2.96391 2.58534 1.10724
18 H -2.40343 1.06838 0.40767
19 H -2.33065 2.56052 -0.53251
20 H -1.19534 1.99925 3.48227
21 H 0.50725 2.42363 3.40989
22 H -0.01875 0.81156 2.92463
23 H -1.01955 4.81150 1.88449
24 H -0.40439 4.86937 0.23783
25 H 0.70564 4.66834 1.60096
26 H 2.83327 3.41805 1.56287
27 H 4.73942 2.36288 2.76287
28 H 5.02477 -0.10574 2.71185
29 H 3.33797 -1.48377 1.46457
30 H 1.75001 0.50417 -2.89667
31 H 3.19699 1.14231 -2.12778
32 H 2.56861 1.90447 -3.57979
33 H -1.08393 2.72753 -2.37354
34 H 0.03277 3.52707 -3.47896
35 H -0.44777 4.31782 -1.98978
36 H 3.46074 3.71574 -0.84765
37 H 2.08120 4.77319 -0.48739
38 H 2.66199 4.60063 -2.13549
39 N 1.38776 -3.01357 1.81857
40 C 0.34576 -2.46820 2.59229
41 C 0.42172 -2.61744 3.97948
42 C -0.61450 -2.13289 4.74602
43 C -1.69700 -1.52361 4.11725
44 C -1.66553 -1.41282 2.74655
45 N -0.65691 -1.86107 1.98181
46 C 1.35432 -3.37521 0.47777
47 C 1.83160 -4.64326 0.12122
48 C 1.86098 -5.01491 -1.20051
49 C 1.39364 -4.12315 -2.16584
50 C 0.94696 -2.89897 -1.74671
51 N 0.93751 -2.50927 -0.45090
52 H 1.96084 -3.64182 2.36165
53 H 1.26508 -3.11944 4.43652
54 H -0.59025 -2.24187 5.82192
55 H -2.53808 -1.14568 4.67973
56 H -2.48426 -0.94001 2.21641
57 H 2.15141 -5.32616 0.89696
58 H 2.22488 -5.99374 -1.48239
59 H 1.38443 -4.37438 -3.21588
60 H 0.58295 -2.17122 -2.45968
61 N -4.53986 -1.12028 -3.47735
62 C -3.41667 -0.93457 -2.77704
63 C -2.35244 -0.15552 -3.27545
64 C -1.22767 0.01900 -2.52040
65 N -1.07005 -0.52316 -1.29642
66 C -2.06970 -1.29899 -0.82049
67 C -3.22915 -1.51860 -1.50665
68 H -4.66686 -0.70171 -4.38253
69 H -5.29474 -1.67693 -3.11551
70 H -2.41140 0.30754 -4.25101
71 H -0.40748 0.60633 -2.90119
72 H -1.89395 -1.74922 0.14710
73 H -3.99288 -2.14575 -1.06742

***

6.
ORCA calculation (ωB97M-V/def2-TZVPD) on C27H37BMnN11OS2Si as an isolated structure.

Total energy ... -108588.565 eV
HOMO level (alpha / beta) ... -7.3133 / -7.2969 eV
Largest force on an atom ... 0.0111 Eh/bohr
2S+1 ... 5
E_LUMO (alpha / beta) ... -1.91 / -0.85 eV

Cartesian coordinates (Å):
1 Mn 0.59040 -0.27116 -0.11921
2 C 3.43140 -2.33248 -1.26592
3 C 3.12746 -0.98000 -1.81767
4 C 3.82510 -0.40533 -2.87809
5 C 3.27339 0.84243 -3.05161
6 N 2.31125 1.01725 -2.14311
7 N 2.18295 -0.11779 -1.40008
8 B 1.38259 2.22048 -1.84479
9 N 1.40328 2.52121 -0.32242
10 C 1.72592 3.67737 0.27555
11 C 1.67167 3.49583 1.63756
12 C 1.30955 2.15841 1.82083
13 C 1.09653 1.49819 3.13841
14 N 1.16595 1.57543 0.62490
15 N -0.03216 1.76598 -2.25239
16 C -0.82500 2.21965 -3.22570
17 C -2.02645 1.55314 -3.14634
18 C -1.89943 0.67793 -2.06715
19 C -3.01711 -0.15274 -1.53569
20 N -0.66439 0.78354 -1.54550
21 N 1.78784 3.50915 -2.54728
22 C 2.94227 3.96361 -3.09421
23 C 2.75058 5.26403 -3.48096
24 C 1.41860 5.55134 -3.11834
25 C 0.66253 6.82951 -3.28950
26 N 0.85177 4.50081 -2.55311
27 H 4.39402 -2.64298 -1.66964
28 H 3.51324 -2.30898 -0.18261
29 H 2.68066 -3.06243 -1.57066
30 H 4.63373 -0.85170 -3.43008
31 H 3.49034 1.59084 -3.79023
32 H 1.95619 4.55196 -0.30814
33 H 1.87439 4.21913 2.40818
34 H 0.46762 2.13903 3.75993
35 H 0.63733 0.51779 3.05246
36 H 2.05341 1.36595 3.64274
37 H -0.49927 3.01417 -3.87171
38 H -2.90451 1.69680 -3.75203
39 H -3.93057 0.13883 -2.05188
40 H -2.85254 -1.21740 -1.67991
41 H -3.16649 0.01241 -0.46785
42 H 3.85062 3.38822 -3.10624
43 H 3.47278 5.91964 -3.93788
44 H 1.27332 7.57207 -3.80071
45 H -0.24443 6.67156 -3.87335
46 H 0.36702 7.23844 -2.32292
47 C -2.48504 -5.03173 2.23960
48 Si -3.68735 -3.62910 1.93273
49 C -4.77815 -3.92764 0.44330
50 C -4.81561 -3.53258 3.43344
51 C -2.78609 -1.96272 1.84895
52 C -3.15371 -0.93916 2.68401
53 C -2.54623 0.32825 2.59920
54 C -1.49969 0.46893 1.74440
55 N -1.04828 -0.55095 0.96698
56 C -1.75190 -1.72739 0.87848
57 S -1.46944 -2.84101 -0.36078
58 H -3.03696 -5.93911 2.50008
59 H -1.83039 -4.79009 3.08230
60 H -1.86785 -5.23517 1.36612
61 H -5.47583 -4.74490 0.64758
62 H -4.19655 -4.17348 -0.44226
63 H -5.36925 -3.03354 0.22629
64 H -5.34074 -4.48528 3.54260
65 H -5.57708 -2.75446 3.33851
66 H -4.26134 -3.35830 4.35936
67 H -3.94519 -1.09124 3.40947
68 H -2.86739 1.16519 3.20188
69 H -0.97864 1.40806 1.63692
70 C 1.31735 -4.36984 0.75445
71 C 1.10931 -2.95103 1.16891
72 N 0.88062 -2.68176 2.44227
73 O 1.17277 -2.05003 0.30036
74 H 0.79156 -5.05256 1.42020
75 H 2.38766 -4.58703 0.79646
76 H 0.95954 -4.49692 -0.26245
77 H 0.96624 -3.42371 3.11602
78 H 1.09961 -1.74205 2.76356
79 S 3.37823 -0.83984 1.98757
80 C 4.29058 0.25024 2.87435
81 N 4.90186 1.00282 3.51353

***

Question: The highest largest force on an atom belongs to which entry?
Answer: C27H36N3O

***

Question: What is the formula in the fourth record?
Answer: C27H36N6O2V